Molecular formula: C28H26AuClFN5O5S
Method: DFT, ωB97M-V with the def2-TZVPD basis set

Output
E_tot, Ha: -2826.41033
Energy above the lowest of the compared OMol25 structures with the same formula, charge and spin, kJ/mol: 260.6
Gap between HOMO and LUMO, Ha: 0.1580
2S+1: 1
LUMO energy, eV: -1.624

Element x y z (Å)
Au -3.638 -1.267 -1.061
F 2.377 -1.065 -3.499
C 2.068 -0.977 -2.178
C 0.783 -1.227 -1.775
C 0.469 -1.232 -0.421
C -0.881 -1.663 -0.014
O -1.608 -2.181 -0.866
C -1.181 -1.450 1.384
C -0.179 -1.125 2.225
N 1.135 -0.964 1.863
C 2.154 -0.889 2.872
C 2.105 -1.868 4.001
C 3.156 -2.008 2.942
C 1.461 -0.929 0.525
C 2.747 -0.608 0.083
C 3.065 -0.649 -1.265
N 4.430 -0.384 -1.629
C 5.341 -1.489 -1.313
C 6.790 -0.953 -1.448
N 6.673 0.528 -1.575
C 6.066 0.883 -2.890
C 4.719 0.115 -2.972
C -2.577 -1.575 2.015
O -2.646 -1.320 3.230
O -3.519 -1.908 1.254
H 0.000 -1.460 -2.484
H -0.410 -0.977 3.272
H 2.500 0.118 3.086
H 1.293 -2.581 4.012
H 2.403 -1.521 4.980
H 3.046 -2.815 2.229
H 4.182 -1.776 3.196
H 3.509 -0.304 0.788
H 5.186 -2.340 -1.986
H 5.136 -1.822 -0.298
H 7.287 -1.340 -2.335
H 7.390 -1.192 -0.574
H 7.542 1.021 -1.395
H 5.928 0.778 -0.902
H 6.743 0.594 -3.691
H 5.919 1.961 -2.917
H 4.792 -0.699 -3.699
H 3.929 0.784 -3.297
S -6.064 -1.979 -1.328
C -6.372 -1.855 0.322
N -6.247 -0.623 0.925
C -6.230 -0.488 2.260
C -6.542 -1.556 3.043
C -6.847 -2.749 2.372
N -6.791 -2.892 1.068
H -5.894 0.115 0.328
H -5.969 0.481 2.660
H -6.511 -1.489 4.118
H -7.129 -3.636 2.932
Cl -3.927 7.559 -1.006
C -3.580 5.855 -1.108
C -2.263 5.427 -1.105
C -1.995 4.066 -1.139
C -3.028 3.142 -1.198
C -4.342 3.597 -1.240
C -4.627 4.952 -1.188
C -2.744 1.644 -1.166
O -1.637 1.253 -0.774
O -3.719 0.925 -1.557
H -1.463 6.154 -1.062
H -0.975 3.706 -1.113
H -5.135 2.866 -1.319
H -5.651 5.302 -1.201